Entry 1:
The ion C9H13N4 with charge +1. Source: the Open Molecules 2025 dataset; level of theory: ωB97M-V/def2-TZVPD.

SMILES: [H]/N=C1/c2nccnc2CC[C@@]1(C)[NH3+]
orbital gap: 9.2 eV
total charge: +1
LUMO energy: -3.78 eV
energy relative to the best compared isomer or geometry (same formula, charge and spin): 67.32 kcal per mole
E_tot: -569.442758 Eh
HOMO level: -12.986 eV

Geometry (Å):
C 1.35 3.36 0.64
C 0.52 3.72 -0.44
C 0.42 1.22 0.57
C -0.22 1.55 -0.56
C 0.38 -0.08 1.22
C -1.16 0.48 -1.25
C -0.43 -0.85 -1.35
C -0.13 -1.38 0.03
C -1.33 -2.06 0.57
N 1.29 2.13 1.21
N -0.20 2.76 -1.11
N 0.85 -0.34 2.36
N 0.98 -2.41 -0.11
H 1.86 4.17 1.23
H 0.38 4.66 -0.91
H -1.98 0.42 -0.51
H -1.57 0.84 -2.08
H -1.03 -1.60 -1.81
H 0.50 -0.78 -1.92
H -1.69 -2.68 -0.23
H -2.25 -1.38 0.80
H -1.14 -2.65 1.52
H 0.83 -1.30 2.77
H 0.66 -3.33 -0.27
H 1.60 -2.28 0.60
H 1.48 -2.20 -0.98


Entry 2:
A cluster of 2 separate species, C9H13NO in total. Source: the Open Molecules 2025 dataset; level of theory: ωB97M-V/def2-TZVPD.

SMILES: CC(C)=CC#N.CC(C)=C=O
orbital gap: 9.2 eV
LUMO energy: 0.72 eV
energy relative to the best compared isomer or geometry (same formula, charge and spin): 80.10 kcal per mole
E_tot: -480.629619 Eh
HOMO level: -8.513 eV

Geometry (Å):
C -1.10 -0.45 -1.61
C 0.95 -1.04 1.36
C -1.23 0.10 -0.27
C 1.52 -1.18 0.22
C -1.02 1.39 0.02
C 1.74 -2.46 -0.45
C 1.92 0.03 -0.59
C -1.07 1.93 1.41
C -0.80 2.43 -1.00
N -1.11 -0.85 -2.67
O 0.43 -0.99 2.42
H -1.57 -0.63 0.48
H 2.76 -2.64 -0.69
H 1.26 -2.54 -1.48
H 1.45 -3.51 -0.10
H 1.82 0.98 -0.08
H 1.46 -0.16 -1.52
H 2.98 -0.11 -0.83
H -1.91 1.55 1.98
H -1.55 3.00 1.35
H -0.09 1.91 1.83
H -0.01 3.23 -0.84
H -1.70 3.00 -1.19
H -0.69 2.10 -2.03


Entry 3:
A cluster of 2 separate species, C9H13NO in total. Source: the Open Molecules 2025 dataset; level of theory: ωB97M-V/def2-TZVPD.

SMILES: Cc1ccccc1.CC(N)=O
orbital gap: 9.8 eV
LUMO energy: 0.79 eV
energy relative to the best compared isomer or geometry (same formula, charge and spin): 2.83 kcal per mole
E_tot: -480.752763 Eh
HOMO level: -9.024 eV

Geometry (Å):
C 0.10 -2.03 -1.08
C 3.29 -0.24 0.02
C 3.26 0.90 -0.78
C 2.27 -1.17 -0.05
C 1.23 -1.06 -0.97
C 2.23 1.05 -1.70
C 1.26 0.06 -1.80
H 4.11 -0.43 0.70
H 4.06 1.63 -0.71
H 2.36 -2.05 0.58
H 2.15 1.93 -2.33
H 0.35 -3.07 -0.83
H -0.27 -2.07 -2.10
H 0.54 0.16 -2.60
H -0.69 -1.73 -0.40
C -3.59 1.16 2.39
C -2.30 0.94 1.64
O -1.19 1.06 2.13
N -2.47 0.62 0.31
H -4.42 0.65 1.93
H -3.74 2.24 2.50
H -1.72 0.22 -0.23
H -3.39 0.41 -0.06
H -3.46 0.83 3.43


Entry 4:
A structure of composition C9H13NO. Source: the Open Molecules 2025 dataset; level of theory: ωB97M-V/def2-TZVPD.

orbital gap: 9.6 eV
LUMO energy: 0.38 eV
energy relative to the best compared isomer or geometry (same formula, charge and spin): 124.96 kcal per mole
E_tot: -480.558138 Eh
HOMO level: -9.204 eV

Geometry (Å):
C -1.79 -1.71 0.27
C -0.61 -2.38 0.00
C 0.46 -2.19 0.96
C 0.58 -1.19 1.85
C -0.52 -0.46 2.19
C -1.67 -0.85 1.42
C -1.27 1.96 -1.16
C 0.28 1.94 -1.24
C 2.30 0.68 -0.73
H -2.86 -1.91 -0.17
H -0.30 -2.91 -0.96
H 1.17 -3.04 0.84
H 1.70 -0.82 2.08
H -0.36 0.56 2.65
H -2.61 -0.41 1.49
H -1.71 1.80 -0.02
H -1.82 0.96 -1.90
H -1.45 3.03 -1.38
H 0.13 0.46 0.13
H 2.80 1.42 -1.37
H 2.56 1.21 0.31
H 2.84 -0.37 -0.83
N 0.74 0.65 -0.86
O 1.02 2.59 -2.03


Entry 5:
A cluster of 2 separate species, C9H13NO2 in total. Source: the Open Molecules 2025 dataset; level of theory: ωB97M-V/def2-TZVPD.

SMILES: Cc1ccc(O)cc1.CC(N)=O
orbital gap: 9.0 eV
LUMO energy: 0.81 eV
energy relative to the best compared isomer or geometry (same formula, charge and spin): 16.40 kcal per mole
E_tot: -555.977592 Eh
HOMO level: -8.187 eV

Geometry (Å):
C 1.51 3.17 -0.66
C 1.69 -0.77 0.93
C 0.62 -0.45 0.11
C 2.73 0.10 1.19
C 0.61 0.82 -0.47
C 2.61 1.42 0.75
C 1.60 1.75 -0.14
O 1.65 -2.02 1.49
H 2.32 -2.12 2.11
H -0.21 -1.09 -0.18
H 3.50 -0.18 1.89
H -0.28 1.20 -0.94
H 3.17 2.23 1.21
H 0.57 3.58 -0.27
H 1.46 3.17 -1.75
H 2.34 3.84 -0.47
C -2.96 -0.55 -0.19
C -2.68 -2.03 -0.19
O -1.96 -2.50 0.68
N -3.12 -2.86 -1.18
H -2.73 -0.14 -1.18
H -2.38 -0.08 0.60
H -2.57 -3.69 -1.33
H -3.49 -2.47 -2.03
H -4.00 -0.30 0.01


energy relative to the best compared isomer or geometry (same formula, charge and spin) of number 3 (C9H13NO)? 2.83 kcal per mole


Which formula does entry 2 have? C9H13NO